No. 1
Molecular formula: C2H6N6
Method: DFT, wB97M-V/def2-TZVPD

* net charge: 0
* E_LUMO: -0.0172 hartree
* energy: -408.1767 Ha

Last column: Mulliken charge in e.
Geometry (Å):
C: 0.2395 -0.8470 0.4523  0.606
C: 0.8230 0.3387 1.0279  -0.139
N: 0.3228 -1.7971 1.3525  -0.588
N: 1.4249 0.0527 2.1108  -0.577
N: 1.0133 -1.2219 2.3759  0.136
N: -0.4061 -1.0149 -0.7051  -0.567
N: -0.9554 1.8559 -2.1067  0.047
N: -1.6613 1.0885 -1.4682  -0.508
H: 1.1863 -1.8708 3.2437  0.276
H: -0.8130 -1.8927 -0.8850  0.193
H: -1.0655 -0.0671 -0.9956  0.365
H: 0.0994 1.7455 -1.8548  0.258
H: -1.1084 2.3337 -3.0865  0.267
H: 0.9005 1.2966 0.5388  0.231

=====

No. 2
Molecular formula: C38H32FeN4O6S3
Method: DFT, wB97M-V/def2-TZVPD

* net charge: -2
* E_LUMO (spin up / spin down): 0.1444 / 0.1444 hartree
* energy: -4596.1095 Ha

Last column: Mulliken charge in e.
Geometry (Å):
Fe: -0.0819 0.2256 -0.5879  0.171
C: 1.0535 -1.3413 3.4083  -0.599
O: 1.9897 -0.3303 2.9354  -0.549
C: 1.5114 0.0085 1.7245  0.112
N: 0.3829 -0.4448 1.3530  0.585
C: -0.1785 -1.1661 2.5031  -0.189
C: -0.8846 -2.4495 2.1923  -0.007
C: -1.8894 -2.8887 3.0477  -0.364
C: -2.5458 -4.0837 2.7940  -0.778
C: -2.2195 -4.8376 1.6735  -0.557
C: -1.2314 -4.3922 0.8084  -0.899
C: -0.5630 -3.2078 1.0793  0.649
C: 2.2081 1.0124 0.8961  -0.216
C: 3.3837 1.6842 1.1757  -0.271
C: 3.7755 2.6882 0.2956  -1.073
C: 2.9900 3.0004 -0.8056  -0.323
C: 1.8391 2.2614 -1.0066  -0.489
N: 1.4840 1.2915 -0.1767  1.255
C: 0.8331 2.3992 -2.0752  0.323
N: -0.1930 1.6557 -2.0576  0.602
C: -1.1153 2.1190 -3.1059  -0.324
C: -0.3139 3.2650 -3.7634  -0.488
O: 0.9334 3.3482 -3.0207  -0.566
C: -2.4563 2.4906 -2.4892  0.559
C: -2.8230 3.7991 -2.1953  -0.474
C: -3.9905 4.0633 -1.4919  -0.845
C: -4.7881 3.0209 -1.0496  -0.221
C: -4.4235 1.7131 -1.3332  -0.692
C: -3.2762 1.4500 -2.0646  -0.001
H: 0.8567 -1.1465 4.4598  0.408
H: 1.5279 -2.3198 3.2843  0.280
H: -0.9180 -0.4712 2.9287  0.193
H: -2.1985 -2.2572 3.8730  0.393
H: -3.3461 -4.4049 3.4502  0.377
H: -2.7641 -5.7480 1.4529  0.367
H: -1.0119 -4.9315 -0.1046  0.396
H: 0.1830 -2.8414 0.3910  0.019
H: 3.9604 1.4290 2.0528  0.612
H: 4.6916 3.2348 0.4788  0.416
H: 3.2534 3.7881 -1.4967  0.616
H: -1.2487 1.2864 -3.8001  0.490
H: -0.7939 4.2337 -3.6696  0.309
H: -0.0741 3.0775 -4.8088  0.281
H: -2.1822 4.6338 -2.4474  0.073
H: -4.2359 5.0830 -1.2230  0.348
H: -5.6550 3.2257 -0.4342  0.362
H: -4.9958 0.8854 -0.9352  0.339
H: -2.9666 0.4230 -2.2073  0.199
C: 6.0628 -4.3775 1.1739  -1.488
C: 5.1327 -3.6037 0.2775  0.875
C: 5.4929 -3.2958 -1.0337  -0.800
C: 4.6538 -2.5581 -1.8530  -1.007
C: 3.4318 -2.1071 -1.3687  -0.594
C: 3.0561 -2.4191 -0.0743  0.848
C: 3.9004 -3.1612 0.7408  -0.749
S: 2.3799 -1.0964 -2.4197  1.459
O: 2.4632 -1.7565 -3.7110  -0.890
O: 2.9842 0.2204 -2.3340  -0.678
N: 0.9452 -1.0940 -1.8124  0.259
C: 0.1233 -2.2528 -2.1631  -0.657
C: -1.3451 -1.9866 -1.8191  0.375
O: -2.1787 -2.8050 -2.2118  -0.848
O: -1.5836 -0.9199 -1.1598  -0.587
H: 6.7403 -5.0051 0.5928  0.386
H: 5.5080 -5.0199 1.8591  0.360
H: 6.6751 -3.7047 1.7801  0.280
H: 6.4433 -3.6508 -1.4199  0.333
H: 4.9296 -2.3345 -2.8755  0.444
H: 2.0904 -2.0870 0.2820  -0.195
H: 3.5896 -3.3999 1.7531  0.390
H: 0.4250 -3.1610 -1.6213  0.336
H: 0.1893 -2.4936 -3.2240  0.604
S: -3.2612 0.3506 2.5140  -0.460
C: -3.4499 2.0442 2.1348  0.197
C: -4.6448 2.6869 2.5143  -0.464
C: -4.8912 4.0352 2.3192  -0.667
C: -3.9189 4.8220 1.7123  -0.615
C: -2.7469 4.2123 1.2896  -0.789
C: -2.4845 2.8467 1.4574  0.307
S: -0.9227 2.3143 0.8028  -0.051
H: -5.3902 2.0687 3.0026  0.314
H: -5.8332 4.4665 2.6464  0.285
H: -4.0712 5.8853 1.5541  0.360
H: -1.9880 4.8026 0.7861  0.320